Molecular formula: H2N2O3S
Method: DFT, ωB97M-V/def2-TZVPD

```
! wB97M-V def2-TZVPD RIJCOSX def2/J DEFGRID3
* xyz 0 1
N -0.61 -1.47 0.77
N 0.67 1.37 -0.95
O 1.75 1.81 -1.11
O 0.56 0.85 0.37
O -0.25 1.33 -1.69
S -0.75 0.10 1.17
H -0.19 -2.11 1.41
H -1.17 -1.87 0.03
*
```

Values from the calculation:
LUMO energy, Ha: 0.013
E_HOMO, eV: -9.811
M, g mol⁻¹: 110.09

Molecular formula: C40H42BiFN5O6P
Method: DFT, ωB97M-V/def2-TZVPD

```
! wB97M-V def2-TZVPD RIJCOSX def2/J DEFGRID3
* xyz 0 1
Bi -1.25 -0.16 0.52
C -1.81 -1.45 3.72
N -0.95 -1.91 2.66
C -1.35 -3.24 2.21
C -2.86 -3.41 1.88
C -3.24 -3.14 0.46
N -3.26 -1.79 0.01
C -4.39 -1.22 -0.29
C -4.60 0.12 -0.85
C -5.86 0.65 -0.95
C -6.16 1.90 -1.46
C -5.14 2.62 -2.08
C -3.87 2.08 -2.07
C -3.53 0.95 -1.37
O -2.29 0.56 -1.27
C 0.43 -2.06 3.03
C 1.11 -0.86 3.67
C 1.21 0.36 2.70
N 0.00 1.01 2.39
C -0.26 2.18 2.85
C -1.47 2.92 2.55
C -1.61 4.28 2.94
C -2.83 4.88 2.94
C -3.93 4.25 2.36
C -3.78 2.98 1.89
C -2.56 2.30 1.93
O -2.65 1.02 1.50
H -1.81 -2.08 4.59
H -1.44 -0.49 4.11
H -2.81 -1.29 3.28
H -0.93 -3.38 1.19
H -0.96 -4.04 2.86
H -3.11 -4.44 2.10
H -3.40 -2.86 2.65
H -2.50 -3.60 -0.16
H -4.19 -3.68 0.19
H -5.31 -1.85 -0.28
H -6.71 0.13 -0.59
H -7.21 2.20 -1.57
H -5.33 3.60 -2.47
H -3.08 2.66 -2.55
H 0.52 -2.88 3.75
H 0.96 -2.34 2.15
H 0.64 -0.61 4.61
H 2.14 -1.19 3.96
H 2.01 1.05 3.13
H 1.67 0.04 1.81
H 0.43 2.73 3.40
H -0.73 4.81 3.31
H -2.88 5.90 3.31
H -4.86 4.77 2.17
H -4.48 2.49 1.21
C -0.49 -1.86 -2.71
P 0.93 -2.06 -1.62
C 2.18 -0.99 -2.42
C 3.50 -1.06 -1.94
C 4.50 -0.34 -2.63
C 4.14 0.50 -3.63
C 2.84 0.59 -4.07
C 1.85 -0.16 -3.48
C 1.58 -3.72 -2.06
C 2.51 -3.93 -3.08
C 2.99 -5.16 -3.42
C 2.58 -6.21 -2.62
C 1.75 -6.09 -1.56
C 1.22 -4.83 -1.33
H -0.21 -1.91 -3.79
H -1.03 -0.92 -2.57
H -1.22 -2.66 -2.51
H 3.78 -1.79 -1.21
H 5.57 -0.30 -2.27
H 4.89 1.18 -4.04
H 2.74 1.27 -4.91
H 0.84 -0.24 -3.97
H 2.80 -3.10 -3.71
H 3.70 -5.30 -4.23
H 3.08 -7.17 -2.81
H 1.46 -6.93 -0.90
H 0.52 -4.71 -0.50
F 5.36 3.54 2.48
C 4.91 3.74 1.21
C 3.96 2.89 0.74
N 3.44 3.09 -0.51
C 2.43 2.17 -1.02
C 1.12 2.10 -0.18
O 0.87 3.01 0.59
O 0.46 1.05 -0.43
C 3.98 4.06 -1.37
O 3.62 4.20 -2.53
N 4.95 4.90 -0.85
C 5.55 4.81 0.40
O 6.49 5.49 0.73
H 3.69 2.08 1.33
H 2.76 1.14 -1.17
H 2.23 2.62 -2.00
H 5.45 5.55 -1.46
*
```

Values from the calculation:
LUMO energy, Ha: 0.005
E_HOMO, eV: -7.975
M, g mol⁻¹: 947.76

Molecular formula: C28H33N3O2
Method: DFT, ωB97M-V/def2-TZVPD

```
! wB97M-V def2-TZVPD RIJCOSX def2/J DEFGRID3
* xyz 0 1
C -6.59 -2.25 -1.54
C -6.19 -2.14 -0.07
C -7.22 -1.34 0.74
C -7.43 0.04 0.19
C -8.68 0.48 -0.23
C -8.81 1.77 -0.73
C -7.69 2.58 -0.78
C -6.48 2.06 -0.34
N -6.36 0.83 0.13
N -4.89 -1.52 0.06
C -3.78 -2.20 0.42
O -3.78 -3.40 0.61
C -2.56 -1.37 0.58
C -2.36 -0.16 -0.09
C -1.19 0.56 0.08
C -0.19 0.09 0.93
O 0.98 0.72 1.20
C 1.34 1.91 0.52
C 2.47 2.55 1.32
C 3.73 1.69 1.25
N 4.12 1.52 -0.14
C 5.46 1.04 -0.33
C 5.76 -0.39 0.18
C 7.19 -0.74 -0.09
C 7.57 -1.33 -1.28
C 8.90 -1.61 -1.55
C 9.87 -1.29 -0.62
C 9.51 -0.69 0.58
C 8.18 -0.42 0.84
C 3.10 0.80 -0.87
C 1.82 1.63 -0.90
C -0.39 -1.12 1.59
C -1.55 -1.84 1.41
H -6.64 -1.26 -1.99
H -5.86 -2.84 -2.08
H -7.57 -2.72 -1.63
H -6.10 -3.15 0.35
H -8.17 -1.87 0.75
H -6.86 -1.26 1.77
H -9.53 -0.18 -0.18
H -9.77 2.13 -1.06
H -7.74 3.59 -1.16
H -5.57 2.64 -0.37
H -4.91 -0.50 0.04
H -3.11 0.22 -0.77
H -1.07 1.49 -0.46
H 0.48 2.60 0.51
H 2.17 2.67 2.36
H 2.68 3.53 0.89
H 3.52 0.72 1.74
H 4.54 2.18 1.78
H 6.14 1.73 0.16
H 5.68 1.07 -1.41
H 5.10 -1.10 -0.33
H 5.56 -0.44 1.25
H 6.81 -1.59 -2.01
H 9.17 -2.08 -2.48
H 10.91 -1.51 -0.82
H 10.27 -0.44 1.31
H 7.90 0.05 1.77
H 2.87 -0.18 -0.41
H 3.45 0.63 -1.89
H 1.05 1.08 -1.46
H 2.01 2.58 -1.40
H 0.39 -1.48 2.25
H -1.69 -2.79 1.91
*
```

Values from the calculation:
LUMO energy, Ha: 0.025
E_HOMO, eV: -8.240
M, g mol⁻¹: 443.59

Molecular formula: C5H5F9IO7PS
Method: DFT, ωB97M-V/def2-TZVPD

```
! wB97M-V def2-TZVPD RIJCOSX def2/J DEFGRID3
* xyz 0 1
O 0.14 -2.23 -4.12
P -0.49 -2.39 -2.83
O -0.87 -1.03 -2.15
O 0.58 -3.13 -1.87
I 1.20 -4.80 -2.89
O -1.78 -3.45 -2.99
S -3.20 -2.75 -3.10
O -3.15 -1.56 -3.84
O -3.84 -2.68 -1.86
F -3.97 -3.79 -3.95
H -1.12 -0.40 -2.85
C 0.25 1.08 0.61
C 1.61 1.73 0.33
C 2.82 1.09 1.01
F 2.74 1.16 2.35
F 3.95 1.77 0.65
F 1.54 3.04 0.61
F 1.81 1.63 -1.02
O -0.56 1.70 1.60
C -0.37 1.36 2.92
C 0.07 2.56 3.75
F 1.24 3.06 3.30
F 0.26 2.19 5.04
F 0.47 0.32 3.03
F -1.57 0.94 3.38
H -0.33 1.18 -0.30
H 0.33 0.00 0.77
H 2.94 0.05 0.70
H -0.68 3.36 3.72
*
```

Values from the calculation:
LUMO energy, Ha: -0.081
E_HOMO, eV: -10.635
M, g mol⁻¹: 538.02

Molecular formula: C18H42MnN5O6
Method: DFT, ωB97M-V/def2-TZVPD

```
! wB97M-V def2-TZVPD RIJCOSX def2/J DEFGRID3
* xyz 1 6
Mn 0.28 -0.22 -0.45
C 2.51 2.50 1.34
C 2.51 2.28 -0.18
C 3.90 1.85 -0.66
O 1.50 1.42 -0.56
H 2.71 1.54 1.83
H 1.54 2.86 1.68
H 3.31 3.20 1.61
H 2.29 3.27 -0.64
H 4.04 0.77 -0.55
H 4.69 2.44 -0.19
H 4.01 2.08 -1.72
C 1.91 -1.48 -2.85
O 0.91 -0.96 -2.36
N 2.74 -0.86 -3.68
C 3.94 -1.50 -4.16
C 2.55 0.53 -4.02
H 2.15 -2.53 -2.66
H 3.88 -2.59 -4.08
H 4.82 -1.19 -3.58
H 4.11 -1.26 -5.21
H 1.68 0.92 -3.51
H 3.38 1.13 -3.64
H 2.47 0.62 -5.11
C 2.47 -1.61 1.55
O 1.52 -1.40 0.81
N 2.37 -2.07 2.79
C 1.09 -2.31 3.40
C 3.54 -2.21 3.65
H 3.51 -1.38 1.28
H 1.05 -1.92 4.41
H 0.81 -3.37 3.37
H 0.33 -1.84 2.77
H 3.46 -1.57 4.53
H 3.64 -3.24 3.99
H 4.45 -1.95 3.10
C -1.51 -3.05 -0.45
O -1.11 -1.90 -0.35
N -2.76 -3.43 -0.16
C -3.17 -4.81 -0.19
C -3.72 -2.43 0.26
H -0.89 -3.88 -0.81
H -4.09 -4.97 -0.75
H -3.26 -5.25 0.81
H -2.39 -5.41 -0.67
H -4.50 -2.91 0.85
H -3.28 -1.70 0.93
H -4.22 -1.92 -0.56
C -1.41 2.01 -1.76
O -1.31 0.81 -1.54
N -2.55 2.65 -2.00
C -2.60 4.10 -2.19
C -3.78 1.93 -2.13
H -0.51 2.65 -1.79
H -3.40 4.54 -1.60
H -2.90 4.32 -3.22
H -1.63 4.53 -1.98
H -4.60 2.43 -1.59
H -4.12 1.79 -3.17
H -3.74 0.94 -1.69
C -1.21 1.59 1.80
O -0.70 0.58 1.34
N -2.23 1.60 2.67
C -2.94 2.79 3.07
C -2.68 0.37 3.31
H -0.89 2.60 1.52
H -2.70 3.10 4.09
H -4.02 2.63 2.99
H -2.73 3.62 2.40
H -3.64 0.10 2.84
H -2.03 -0.47 3.07
H -2.87 0.52 4.37
*
```

Values from the calculation:
LUMO energy (spin up / spin down), Ha: -0.061 / -0.061
E_HOMO (spin up / spin down), eV: -9.463 / -9.759
M, g mol⁻¹: 479.50

Molecular formula: C33H34ClIN6O2S
Method: DFT, ωB97M-V/def2-TZVPD

```
! wB97M-V def2-TZVPD RIJCOSX def2/J DEFGRID3
* xyz 0 1
C 5.49 0.74 0.65
C 5.20 -0.87 0.97
I 5.26 -1.33 3.13
C 3.90 -1.48 0.19
C 2.46 -0.81 0.60
N 1.47 -1.78 -0.07
C 1.17 -2.82 0.81
S 1.27 -4.27 1.75
O 1.99 -0.83 2.00
C 2.05 0.60 2.44
O 2.06 0.78 3.77
C 2.06 1.69 1.19
C 1.99 0.62 -0.05
Cl 0.14 0.61 -0.41
H 6.67 0.85 0.60
H 5.10 1.02 -0.44
H 5.10 1.45 1.49
H 6.15 -1.43 0.51
H 4.08 -1.26 -0.97
H 3.93 -2.66 0.28
H 1.15 2.46 1.21
H 3.09 2.21 1.05
H 2.41 0.90 -1.10
C -2.41 -1.98 -0.39
C -3.46 -1.44 -1.13
C -4.56 -2.24 -1.39
N -4.67 -3.52 -0.97
C -3.63 -4.02 -0.26
C -2.49 -3.29 0.05
H -1.53 -1.38 -0.17
H -3.42 -0.42 -1.49
H -5.40 -1.87 -1.96
H -3.75 -5.05 0.06
H -1.69 -3.74 0.63
C -0.24 6.38 -1.32
C 0.36 6.75 -0.13
C 1.46 6.02 0.30
N 1.98 4.97 -0.38
C 1.37 4.64 -1.54
C 0.27 5.31 -2.05
H -1.11 6.93 -1.69
H -0.01 7.58 0.46
H 1.97 6.27 1.23
H 1.80 3.80 -2.07
H -0.18 5.01 -2.99
C -4.94 1.47 0.64
C -5.39 2.03 -0.55
C -6.16 3.18 -0.48
N -6.50 3.79 0.68
C -6.05 3.21 1.82
C -5.27 2.07 1.85
H -4.33 0.56 0.62
H -5.16 1.59 -1.51
H -6.54 3.66 -1.38
H -6.34 3.72 2.74
H -4.93 1.65 2.79
C 8.84 -5.13 5.68
C 9.29 -3.88 5.26
C 8.58 -3.23 4.26
N 7.47 -3.74 3.68
C 7.06 -4.95 4.11
C 7.70 -5.67 5.10
H 9.37 -5.67 6.46
H 10.18 -3.43 5.69
H 8.89 -2.26 3.90
H 6.17 -5.34 3.62
H 7.32 -6.64 5.41
C -6.61 -0.23 -6.84
C -7.23 -1.43 -6.52
C -7.37 -1.76 -5.18
N -6.92 -0.99 -4.16
C -6.31 0.17 -4.51
C -6.14 0.58 -5.82
H -6.49 0.06 -7.88
H -7.61 -2.09 -7.29
H -7.85 -2.69 -4.87
H -5.96 0.77 -3.68
H -5.64 1.53 -6.04
*
```

Values from the calculation:
LUMO energy, Ha: -0.029
E_HOMO, eV: -8.797
M, g mol⁻¹: 741.10

M of number 2 (C40H42BiFN5O6P)? 947.76 g mol⁻¹